This record from the Open Molecules 2025 dataset describes a cluster of 2 separate species, C9H14 in total in a non-equilibrium geometry. The level of theory is the ωB97M-V functional and the def2-TZVPD basis.

Calculated values
energy relative to the best compared isomer or geometry (same formula, charge and spin)	9.19	kcal/mol
HOMO-LUMO gap	10.034	eV
net charge	0

Geometry (Å):
C (-0.67059, 0.69910, -1.12556)
C (-1.19130, -0.31557, -0.15791)
C (-1.16811, -0.05613, 1.21570)
C (-1.55615, -1.01195, 2.13944)
C (-2.14668, -2.19764, 1.72207)
C (-2.26594, -2.43789, 0.35772)
C (-1.77728, -1.51413, -0.55074)
H (0.29093, 0.43855, -1.56384)
H (-0.65447, 1.69413, -0.68834)
H (-1.33927, 0.74404, -1.99240)
H (-1.00945, 0.95228, 1.55809)
H (-1.55297, -0.78429, 3.17417)
H (-2.49479, -2.93378, 2.43266)
H (-2.78278, -3.32589, 0.01840)
H (-1.88598, -1.73516, -1.60889)
C (2.56778, 1.04474, -0.00333)
C (3.01159, 1.90914, -1.22144)
H (3.21355, 1.15210, 0.86056)
H (1.58568, 1.41442, 0.25230)
H (2.48402, -0.01202, -0.24013)
H (4.01242, 2.32214, -1.11501)
H (2.28489, 2.69554, -1.36987)
H (3.04491, 1.25826, -2.09367)

Löwdin atomic charge list, values in e, 4 entries: C -0.063; C -0.276; C -0.057; C -0.089

***

This record from the Open Molecules 2025 dataset describes a structure of composition C61H64CsN5O5P4S2 in a non-equilibrium geometry. The level of theory is the ωB97M-V functional and the def2-TZVPD basis.

Calculated values
energy relative to the best compared isomer or geometry (same formula, charge and spin)	30.03	kcal/mol
HOMO-LUMO gap	6.018	eV
net charge	0

Geometry (Å):
Cs (-0.84135, 1.02826, 0.29722)
O (1.59759, 1.89624, -0.23227)
S (1.99801, 0.53213, -0.70982)
C (3.80718, 0.32075, -0.54396)
C (4.51030, -0.08938, -1.65841)
C (5.90930, -0.27184, -1.67862)
C (6.60670, -0.00212, -0.54479)
C (8.09605, -0.02978, -0.26621)
C (8.22321, 0.36118, 1.23398)
C (6.79316, 0.56670, 1.69623)
C (6.27765, 0.88453, 2.91193)
C (4.86846, 0.91651, 3.06018)
C (3.95943, 0.69143, 2.04429)
P (2.09632, 0.52309, 2.34381)
C (2.10287, -1.31350, 2.60294)
C (3.10540, -2.01188, 3.28792)
C (3.04606, -3.39086, 3.43385)
C (1.97595, -4.10127, 2.89520)
C (0.98353, -3.42553, 2.20750)
C (1.05238, -2.04443, 2.05384)
C (2.05239, 1.18489, 4.05671)
C (1.68419, 0.43416, 5.16896)
C (1.60825, 1.02459, 6.42888)
C (1.89969, 2.37122, 6.59246)
C (2.24485, 3.13726, 5.48270)
C (2.30334, 2.54960, 4.22633)
C (4.49542, 0.47423, 0.72190)
C (5.90208, 0.35918, 0.62292)
C (1.93202, 0.81897, -2.50116)
C (2.54607, 1.98555, -2.89255)
C (2.46033, 2.48644, -4.20489)
C (1.69148, 1.80846, -5.10916)
C (1.35733, 2.11337, -6.55676)
C (0.39082, 0.97097, -6.99059)
C (0.25438, 0.09726, -5.75800)
C (-0.46176, -1.03262, -5.52889)
C (-0.34882, -1.66345, -4.25711)
C (0.42565, -1.18830, -3.22585)
P (0.59353, -2.13371, -1.64309)
C (2.32501, -2.73406, -1.85249)
C (3.08627, -2.97159, -0.70636)
C (4.40159, -3.41351, -0.80446)
C (4.97482, -3.61521, -2.05205)
C (4.22957, -3.37281, -3.20263)
C (2.91601, -2.93219, -3.10169)
C (-0.40950, -3.63709, -1.97943)
C (0.01032, -4.77826, -2.66120)
C (-0.85626, -5.85233, -2.83791)
C (-2.15052, -5.80061, -2.33430)
C (-2.57228, -4.67822, -1.63359)
C (-1.69990, -3.61281, -1.45013)
C (1.13883, 0.05820, -3.42204)
C (1.03977, 0.62870, -4.70914)
H (3.98501, -0.28007, -2.58027)
H (6.39123, -0.59733, -2.59548)
H (8.62442, 0.67049, -0.91394)
H (8.51412, -1.01853, -0.46421)
H (8.81819, 1.26686, 1.36664)
H (8.71117, -0.42394, 1.81228)
H (6.91170, 1.06506, 3.77603)
H (4.49733, 1.09027, 4.06236)
H (3.94580, -1.47236, 3.71189)
H (3.82745, -3.91013, 3.97579)
H (1.91799, -5.17765, 3.01885)
H (0.14417, -3.96818, 1.78675)
H (0.25650, -1.52905, 1.53399)
H (1.42849, -0.61373, 5.05207)
H (1.30906, 0.42624, 7.28182)
H (1.84343, 2.82692, 7.57544)
H (2.45938, 4.19384, 5.59702)
H (2.56753, 3.15188, 3.35982)
H (3.09146, 2.54984, -2.14456)
H (2.97454, 3.40587, -4.46360)
H (2.25875, 2.13743, -7.17121)
H (0.88851, 3.09381, -6.64911)
H (0.78887, 0.40203, -7.83243)
H (-0.57839, 1.36225, -7.30552)
H (-1.08982, -1.47894, -6.29424)
H (-0.89095, -2.58950, -4.11190)
H (2.65670, -2.79455, 0.27166)
H (4.97726, -3.58096, 0.09941)
H (6.00344, -3.95067, -2.13215)
H (4.67329, -3.52385, -4.18005)
H (2.34991, -2.73023, -4.00562)
H (1.01949, -4.83792, -3.05312)
H (-0.51591, -6.73468, -3.36832)
H (-2.82155, -6.64096, -2.47111)
H (-3.57065, -4.64244, -1.21000)
H (-2.01202, -2.75184, -0.86533)
O (-0.40521, 0.60369, 2.74702)
N (-1.03494, 0.79518, 3.90841)
C (-1.01744, 2.06329, 4.40887)
C (-1.55995, 2.38843, 5.61462)
C (-2.16661, 1.36514, 6.35204)
C (-2.22828, 0.09956, 5.82653)
C (-1.69089, -0.24877, 4.55309)
S (-1.84775, -1.80019, 3.87236)
H (-0.52147, 2.78012, 3.76933)
H (-1.49645, 3.40703, 5.97085)
H (-2.58818, 1.57038, 7.32979)
H (-2.70645, -0.70569, 6.36287)
C (-6.22710, 3.16290, -2.26002)
N (-4.79386, 2.89287, -2.29355)
C (-4.14070, 3.40914, -3.50644)
P (-4.15803, 1.48390, -1.71016)
O (-2.68679, 1.54854, -1.60974)
O (-4.95869, 1.36013, -0.31665)
P (-4.30960, 1.29358, 1.19519)
O (-3.01402, 0.58972, 1.20036)
N (-5.51801, 0.58146, 2.00882)
C (-5.19407, -0.37445, 3.08601)
C (-6.93577, 0.74764, 1.71630)
N (-4.16890, 2.87430, 1.64735)
C (-5.37906, 3.69014, 1.69863)
C (-3.01097, 3.58952, 1.07681)
N (-4.66272, 0.20016, -2.60183)
C (-3.70208, -0.87530, -2.89444)
C (-6.04361, -0.26648, -2.47692)
H (-6.38646, 4.24158, -2.28728)
H (-6.66890, 2.78231, -1.34120)
H (-6.75156, 2.72597, -3.11846)
H (-4.18462, 4.49770, -3.50041)
H (-4.63528, 3.04766, -4.41623)
H (-3.09389, 3.11050, -3.53179)
H (-4.11953, -0.54270, 3.17252)
H (-5.66324, -1.33574, 2.86590)
H (-5.57146, -0.01311, 4.04611)
H (-7.09122, 1.37679, 0.84279)
H (-7.46271, 1.19255, 2.56308)
H (-7.38889, -0.22522, 1.51445)
H (-6.17893, 3.16263, 2.21509)
H (-5.72490, 3.98017, 0.69822)
H (-5.16636, 4.59735, 2.26084)
H (-2.14101, 2.94633, 1.13726)
H (-2.81961, 4.49440, 1.65472)
H (-3.17775, 3.86850, 0.02983)
H (-2.68077, -0.50440, -2.84803)
H (-3.88195, -1.26564, -3.89748)
H (-3.80918, -1.70064, -2.18274)
H (-6.71968, 0.54303, -2.21123)
H (-6.12359, -1.04017, -1.70616)
H (-6.37998, -0.68758, -3.42516)

Löwdin atomic charge list, values in e, 4 entries: Cs 1.511; O -0.771; S 0.783; C -0.258

***

This record from the Open Molecules 2025 dataset describes a structure of composition C12H30ClF6NO13S2 in a non-equilibrium geometry. The level of theory is the ωB97M-V functional and the def2-TZVPD basis.

Calculated values
energy relative to the best compared isomer or geometry (same formula, charge and spin)	102.28	kcal/mol
HOMO-LUMO gap	8.913	eV
net charge	-2

Geometry (Å):
Cl (0.89780, 1.62113, 0.32165)
O (0.96263, 2.68165, -0.67120)
O (0.04413, 2.10916, 1.41729)
O (0.34049, 0.41636, -0.25422)
O (2.24047, 1.31334, 0.73977)
C (4.27980, -0.66457, -1.42996)
F (2.96728, -0.63531, -1.51095)
F (4.84327, -0.19161, -2.55419)
F (4.68597, 0.12358, -0.44683)
S (4.95106, -2.45100, -1.12955)
O (5.73393, -3.02088, -2.21553)
O (5.68557, -2.30343, 0.12592)
N (3.70370, -3.43471, -0.37429)
S (2.86705, -3.85221, -1.69937)
O (2.86552, -2.95944, -2.85387)
O (3.12016, -5.23375, -2.04130)
C (1.05830, -3.88742, -1.10872)
F (0.61681, -2.63099, -1.01487)
F (0.29189, -4.58306, -1.94521)
F (0.91359, -4.40064, 0.13150)
C (-1.36254, 5.62711, -1.39814)
C (-1.05484, 5.16642, -2.83038)
O (-0.89816, 3.74902, -2.81892)
H (-2.26338, 5.11962, -1.02952)
H (-1.71864, 6.66165, -1.35601)
H (-0.59151, 5.33367, -0.68730)
H (-0.12438, 5.66377, -3.11568)
H (-1.88080, 5.48484, -3.46266)
H (-0.12111, 3.60109, -2.26346)
C (-3.19706, 1.44075, 3.89020)
C (-2.13957, 0.65223, 3.10873)
O (-0.89162, 0.84785, 3.74052)
H (-3.15166, 1.48939, 4.97353)
H (-4.20269, 1.10946, 3.57969)
H (-3.33307, 2.44459, 3.46987)
H (-2.13647, 1.08111, 2.10227)
H (-2.35253, -0.40977, 2.97937)
H (-0.35873, 1.51095, 3.28770)
C (-3.59309, 0.98100, -0.53197)
C (-2.34688, 1.49704, -1.17803)
O (-2.23677, 1.01115, -2.51230)
H (-3.58283, -0.09436, -0.34200)
H (-4.51172, 1.10560, -1.12098)
H (-3.95310, 1.45432, 0.39072)
H (-1.42600, 1.22778, -0.64228)
H (-2.23942, 2.58149, -1.14015)
H (-2.02377, 0.07197, -2.42502)
C (1.29286, -0.95880, 2.93422)
C (1.80056, -1.89152, 1.84472)
O (2.71386, -2.84331, 2.38536)
H (0.53646, -0.26536, 2.56830)
H (2.10166, -0.42188, 3.43665)
H (0.82573, -1.53812, 3.74273)
H (2.26699, -1.36718, 1.01794)
H (0.90374, -2.42040, 1.51261)
H (2.32692, -3.15213, 3.20979)
C (-0.96579, -2.23410, 0.16652)
C (-0.93337, -1.97282, -1.34865)
O (-2.28218, -1.88089, -1.83967)
H (-0.92492, -1.28980, 0.71320)
H (-0.01718, -2.64511, 0.54706)
H (-1.64714, -3.01654, 0.50057)
H (-0.41142, -2.80193, -1.82430)
H (-0.39560, -1.03341, -1.46267)
H (-2.56827, -2.69266, -2.25824)

Löwdin atomic charge list, values in e, 4 entries: Cl 0.706; O -0.353; O -0.362; O -0.366

***

This record from the Open Molecules 2025 dataset describes a structure of composition C33H46MoN4O4S2Si4 in a non-equilibrium geometry. The level of theory is the ωB97M-V functional and the def2-TZVPD basis.

Calculated values
HOMO-LUMO gap	5.957	eV
net charge	0

Geometry (Å):
Mo (0.71460, 0.12241, -0.08587)
O (-1.38249, -1.61749, -2.63405)
C (-1.73605, -2.61789, -1.80367)
C (-2.37355, -3.75769, -2.26709)
C (-2.71727, -4.75697, -1.36796)
C (-2.40753, -4.62757, -0.02165)
C (-1.80641, -3.46808, 0.44481)
C (-1.48898, -2.44671, -0.44187)
C (-1.17708, -1.07143, -0.00161)
N (-0.72182, -0.80880, 1.25154)
N (-1.52877, 0.09936, 1.91120)
C (-1.37002, 1.29958, 1.48954)
O (-0.47548, 1.52978, 0.52977)
C (-2.14799, 2.39981, 2.08125)
C (-2.98223, 2.15458, 3.17233)
C (-3.71685, 3.18781, 3.72565)
C (-3.63042, 4.46644, 3.18696)
C (-2.77827, 4.71787, 2.12346)
C (-2.03149, 3.68895, 1.57167)
H (-2.60810, -3.85282, -3.31831)
H (-3.23915, -5.63548, -1.72404)
H (-2.67975, -5.40932, 0.67520)
H (-1.63257, -3.30996, 1.50192)
H (-2.01031, -0.42087, -0.32418)
H (-3.04221, 1.14541, 3.55679)
H (-4.35365, 3.00657, 4.58171)
H (-4.23050, 5.26628, 3.60080)
H (-2.69400, 5.72265, 1.73096)
H (-1.35691, 3.87242, 0.74570)
O (4.45225, -1.19203, -2.06134)
C (5.12985, -1.63415, -0.97823)
C (6.44640, -2.03979, -1.16849)
C (7.18773, -2.51619, -0.10673)
C (6.63388, -2.57556, 1.16674)
C (5.34224, -2.14155, 1.37474)
C (4.56712, -1.67297, 0.31064)
C (3.23722, -1.11350, 0.57725)
O (2.31465, -0.94406, -0.37156)
N (3.01671, -0.63430, 1.74945)
N (1.87136, 0.09726, 1.80834)
C (1.50948, 0.35113, 3.03161)
S (0.79317, 1.85323, 3.50536)
C (0.38690, 1.34285, 5.21434)
C (0.63068, -0.14702, 5.35944)
S (2.09127, -0.61597, 4.37211)
H (3.54496, -0.98123, -1.78771)
H (6.86050, -1.97728, -2.16562)
H (8.20645, -2.83934, -0.27364)
H (7.22189, -2.94528, 1.99524)
H (4.90884, -2.15621, 2.36464)
H (-0.65822, 1.59191, 5.39348)
H (1.02074, 1.92868, 5.87835)
H (-0.20971, -0.71657, 4.96612)
H (0.81643, -0.42963, 6.39358)
C (-0.04421, 1.32371, -5.55652)
Si (-1.03989, 0.93433, -3.98419)
C (-1.42093, 2.50007, -2.96901)
C (-2.66892, 0.18307, -4.60319)
Si (0.03496, -0.67578, -2.54741)
Si (2.14736, 1.96655, -1.10148)
C (1.52122, 3.77557, -1.15508)
C (2.68938, 1.66652, -2.91419)
C (3.81124, 2.13451, -0.14396)
Si (1.49320, -2.67167, -3.29425)
C (2.38913, -3.66160, -1.93436)
C (2.63862, -2.06236, -4.67651)
C (0.27876, -3.88988, -4.09585)
H (-0.66645, 1.83932, -6.29108)
H (0.31952, 0.40644, -6.02226)
H (0.82160, 1.95734, -5.36507)
H (-2.41083, 2.90128, -3.19249)
H (-0.69489, 3.29003, -3.16533)
H (-1.38101, 2.28983, -1.89711)
H (-3.21358, 0.86176, -5.26216)
H (-3.32240, -0.07800, -3.77010)
H (-2.47180, -0.73837, -5.15323)
H (1.14674, 4.02378, -2.14865)
H (2.33626, 4.46446, -0.93150)
H (0.72001, 3.96520, -0.43801)
H (1.82981, 1.71552, -3.58318)
H (3.17064, 0.70173, -3.07364)
H (3.39751, 2.43883, -3.22301)
H (3.69532, 1.94883, 0.92636)
H (4.21075, 3.14238, -0.25895)
H (4.56338, 1.43403, -0.51576)
H (3.46933, -3.53302, -1.98268)
H (2.17869, -4.72652, -2.04809)
H (2.05850, -3.37242, -0.93688)
H (3.42662, -1.41339, -4.30052)
H (2.07188, -1.51119, -5.42802)
H (3.11787, -2.91286, -5.16839)
H (-0.30375, -4.42281, -3.34663)
H (0.81513, -4.62824, -4.69642)
H (-0.42438, -3.36653, -4.74610)

Löwdin atomic charge list, values in e, 4 entries: Mo 1.396; O -0.344; C -0.338; C -0.032

***

| no. | highest occupied orbital energy (eV) | E_LUMO (eV) | E (Ha) |
| --- | --- | --- | --- |
| 1 | -9.0 | 1.01 | -351.3155 |
| 2 | -5.9 | 0.09 | -5194.9170 |
| 3 | -4.3 | 4.59 | -3363.3337 |
| 4 | -7.5 | -1.51 | -3827.6610 |